Arrangement i

3 unconnected molecules or ions with the total composition C3H14NO2, computed with the ωB97M-V functional and the def2-TZVPD basis.

The HOMO-LUMO gap comes out at 12.45 eV. Its total charge is +1.

```
20
Properties=species:S:1:pos:R:3:nbo_charge:R:1
C 0.1557 -1.1442 -0.1182 -0.225
C -1.0168 -0.1413 -0.0095 -0.407
C -2.3078 -0.8826 -0.3506 -0.609
N 1.4735 -0.5042 -0.3976 -0.697
H -0.0620 -1.8913 -0.8697 0.223
H 0.2448 -1.6068 0.8715 0.228
H -1.1163 0.1483 1.0366 0.222
H -0.8034 0.6982 -0.6950 0.201
H -2.4387 -1.6873 0.3664 0.214
H -2.3267 -1.3505 -1.3239 0.215
H -3.1545 -0.2384 -0.1841 0.234
H 1.7780 -0.0199 0.4496 0.452
H 1.4653 0.2909 -1.0723 0.470
H 2.2218 -1.1547 -0.5908 0.431
H 0.5456 2.0757 -2.3228 0.496
H 0.9473 2.6789 -0.9652 0.498
O 1.2223 2.0406 -1.6330 -0.956
H 0.4036 1.2396 2.7586 0.498
H 1.7136 0.6391 2.8719 0.489
O 1.0545 0.8102 2.1779 -0.977
```

---

Arrangement ii

3 unconnected molecules or ions with the total composition C3H14NO2, computed with the ωB97M-V functional and the def2-TZVPD basis.

The HOMO-LUMO gap comes out at 11.39 eV. Its total charge is +1.

```
20
Properties=species:S:1:pos:R:3:nbo_charge:R:1
C 0.3799 -0.9459 -0.2535 -0.220
C 0.1511 -0.9750 -1.7795 -0.433
C 0.6500 -2.2927 -2.3463 -0.632
N -0.8485 -0.5815 0.6425 -0.728
H 1.0346 -0.1011 -0.1105 0.245
H 0.9750 -1.7454 0.2319 0.243
H -0.9590 -0.9709 -1.8442 0.217
H 0.7506 -0.2676 -2.4125 0.252
H 0.0531 -3.0711 -2.1035 0.215
H 1.7154 -2.4286 -2.3825 0.229
H 0.5021 -2.4297 -3.4727 0.238
H -0.5629 0.2732 1.2472 0.465
H -0.8743 -1.2230 1.4045 0.430
H -1.8295 -0.2389 0.4922 0.464
H -1.8864 2.9954 3.0672 0.469
H -1.0890 4.1693 3.3259 0.486
O -0.9498 3.2107 3.1578 -0.953
H 0.6839 2.2261 1.7769 0.498
H 1.5308 2.3220 0.5593 0.492
O 0.5729 2.0747 0.7999 -0.977
```

---

Arrangement iii

3 unconnected molecules or ions with the total composition C3H14NO2, computed with the ωB97M-V functional and the def2-TZVPD basis.

The HOMO-LUMO gap comes out at 12.56 eV. Its total charge is +1.

```
20
Properties=species:S:1:pos:R:3:nbo_charge:R:1
C -1.1763 0.2355 -0.6187 -0.203
C -0.1976 1.1988 -1.2520 -0.422
C -0.8267 1.7839 -2.5014 -0.611
N -0.5241 -0.4322 0.6122 -0.695
H -1.2742 -0.5770 -1.3113 0.216
H -2.1864 0.4882 -0.3102 0.225
H 0.1434 1.9540 -0.5400 0.214
H 0.6995 0.6131 -1.4780 0.216
H -1.7013 2.3830 -2.2535 0.220
H -1.1764 0.9706 -3.1302 0.213
H -0.2058 2.4100 -3.1341 0.244
H 0.0237 0.2515 1.1475 0.457
H -0.0024 -1.2294 0.2688 0.467
H -1.2525 -0.7988 1.2228 0.430
H 1.8613 -2.3038 0.6953 0.485
H 1.6511 -3.4882 -0.2576 0.509
O 1.2020 -2.7235 0.1268 -0.975
H 1.7102 0.3802 3.5537 0.506
H 0.2922 0.7955 3.2787 0.480
O 1.0565 0.3954 2.8439 -0.974
```

---

Energy comparison, zero being the most stable, in hartree: arrangement i 0.0000; arrangement ii 0.0793; arrangement iii 0.0019.

---

Arrangement i

A single C6H6N2 molecule, computed with the ωB97M-V functional and the def2-TZVPD basis.

The SMILES is CC1=C2C=N[C@@H]2N=C1. The HOMO-LUMO gap comes out at 8.84 eV. Its total charge is 0.

```
14
Properties=species:S:1:pos:R:3:nbo_charge:R:1
C 2.0048 -0.2003 -0.0937 -0.637
C 0.6394 0.2746 0.1780 -0.115
C -0.4115 -0.5504 0.5249 -0.024
C -1.2583 -1.6112 -0.0538 0.083
N -2.1015 -0.8069 -0.6043 -0.326
C -1.7815 0.3761 0.2619 0.050
N -1.2586 1.6484 -0.0949 -0.400
C 0.0240 1.5560 -0.2064 0.080
H 2.2690 -1.2330 0.2834 0.225
H 2.6510 0.6005 0.3894 0.224
H 2.3100 -0.3253 -1.0709 0.223
H -1.0923 -2.7331 -0.0225 0.219
H -2.4215 0.5035 1.0151 0.193
H 0.4270 2.5012 -0.5062 0.206
```

---

Arrangement ii

A single C6H6N2 molecule, computed with the ωB97M-V functional and the def2-TZVPD basis.

The SMILES is C#Cc1cncn1C. The HOMO-LUMO gap comes out at 9.38 eV. Its total charge is 0.

```
14
Properties=species:S:1:pos:R:3:nbo_charge:R:1
C 2.8647 -0.4987 0.0740 -0.194
C 1.6643 -0.3883 -0.0542 -0.065
C 0.2723 -0.6688 -0.0695 -0.014
C -0.3689 -1.8308 0.0440 -0.034
N -1.6958 -1.6322 0.0660 -0.457
C -1.8668 -0.3180 0.0316 0.191
N -0.6854 0.3716 0.0316 -0.325
C -0.4677 1.7517 0.0529 -0.413
H 3.9506 -0.5655 0.0751 0.243
H 0.0919 -2.8102 -0.1021 0.215
H -2.7918 0.2383 -0.1488 0.196
H 0.3793 1.9371 -0.6417 0.219
H -1.2682 2.3566 -0.3729 0.224
H -0.0787 2.0571 1.0140 0.214
```

---

Arrangement iii

A molecular structure, C6H6N2, computed with the ωB97M-V functional and the def2-TZVPD basis.

The HOMO-LUMO gap comes out at 10.35 eV. Its total charge is 0.

```
14
Properties=species:S:1:pos:R:3:nbo_charge:R:1
C -2.0736 -0.3898 0.1707 0.268
C -0.8472 0.2546 0.7392 -0.366
C 0.0330 0.9571 -0.3729 -0.093
C 0.5402 -0.5834 0.8763 -0.104
C 0.8247 -1.1807 -0.5885 -0.202
C 0.3314 -0.2164 -1.4374 -0.243
H -1.1586 1.1720 1.3008 0.269
H 0.2775 2.0203 -0.5710 0.247
H 0.7722 1.6103 1.2401 0.305
H 0.9746 -0.7863 1.9635 0.253
H 1.6110 -2.1894 -0.8790 0.265
H 0.4380 -0.5108 -2.5065 0.258
N -2.9593 -0.9409 -0.4778 -0.310
N 1.2361 0.7833 0.5424 -0.547
```

---

Arrangement iv

A single C6H6N2 molecule, computed with the ωB97M-V functional and the def2-TZVPD basis.

The SMILES is C#CCN/C=C\C#N. The HOMO-LUMO gap comes out at 8.87 eV. Its total charge is 0.

```
14
Properties=species:S:1:pos:R:3:nbo_charge:R:1
C 2.8995 0.0382 -1.0493 -0.231
C 2.2728 -0.4142 -0.1142 -0.038
C 1.1558 -0.7265 0.8698 -0.285
N -0.2087 -0.3619 0.0970 -0.637
C -0.7765 1.0166 0.3164 0.093
C -2.1243 0.9686 -0.1983 -0.433
C -2.7885 -0.2875 -0.3395 0.257
N -3.0674 -1.4177 -0.4957 -0.337
H 3.5550 0.2432 -1.8305 0.232
H 1.3308 -0.0336 1.7538 0.238
H 1.2272 -1.9471 1.2432 0.248
H -0.6349 -0.9367 -0.6261 0.427
H -0.2509 1.9481 0.5223 0.230
H -2.5899 1.9105 -0.1489 0.236
```

---

Energy comparison, zero being the most stable, in hartree: arrangement i 0.0814; arrangement ii 0.0000; arrangement iii 0.1684; arrangement iv 0.1057.

---

Arrangement i

A single C6H6N2 molecule, computed with the ωB97M-V functional and the def2-TZVPD basis.

The SMILES is C=NC1=C=CN=CC1. The HOMO-LUMO gap (spin up / spin down) comes out at 7.65 / 7.65 eV. Its total charge is 0.

```
14
Properties=species:S:1:pos:R:3:nbo_charge:R:1
C -2.4458 0.4146 0.5979 -0.033
N -1.5831 1.1351 0.0342 -0.379
C -0.2783 0.7881 -0.2591 0.151
C 0.9683 1.4212 -0.2867 -0.032
C 2.1236 0.8979 0.0465 -0.141
N 2.0741 -0.4021 0.6211 -0.404
C 1.1162 -1.1165 0.2285 0.133
C 0.0073 -0.6144 -0.7204 -0.524
H -2.2595 -0.5706 1.0400 0.149
H -3.4526 0.7960 0.6584 0.180
H 3.1037 1.3123 -0.0978 0.216
H 1.0700 -2.1466 0.5512 0.191
H 0.4376 -0.6703 -1.7267 0.268
H -0.8815 -1.2447 -0.6872 0.224
```

---

Arrangement ii

A single C6H6N2 molecule, computed with the ωB97M-V functional and the def2-TZVPD basis.

The SMILES is C1=Cc2ccnn2C1. The HOMO-LUMO gap comes out at 9.17 eV. Its total charge is 0.

```
14
Properties=species:S:1:pos:R:3:nbo_charge:R:1
C 1.9251 0.0454 0.0141 -0.222
C 1.1789 1.2058 -0.1926 -0.199
C -0.2849 0.6518 -0.2408 0.101
C -1.6965 1.0160 0.1125 -0.347
C -2.3008 -0.2618 -0.0279 -0.079
N -1.3477 -1.1808 -0.2295 -0.283
N -0.2273 -0.6480 -0.2579 -0.124
C 1.1548 -1.2218 0.0418 -0.262
H 3.0549 0.1305 0.0948 0.230
H 1.4666 2.2588 -0.2849 0.239
H -2.0920 2.1360 0.2026 0.242
H -3.3649 -0.3834 0.1813 0.215
H 1.3557 -2.1765 -0.5433 0.252
H 1.1780 -1.5720 1.1299 0.237
```

---

Energy comparison, zero being the most stable, in hartree: arrangement i 0.0597; arrangement ii 0.0000.

---

Arrangement i

4 unconnected molecules or ions with the total composition CH10NO4, computed with the ωB97M-V functional and the def2-TZVPD basis.

The HOMO-LUMO gap (spin up / spin down) comes out at 11.89 / 8.22 eV. Its total charge is 0. The spin multiplicity is 2. As for the expectation value of S²: 0.7573.

```
16
Properties=species:S:1:pos:R:3:nbo_charge:R:1
N -0.3086 -1.0827 -1.6364 -0.688
C -1.2629 -0.0628 -1.1680 0.037
O -1.1317 -0.1312 0.2078 -0.450
H 0.6615 -0.8039 -1.4899 0.388
H -0.4779 -1.9128 -1.0628 0.365
H -0.9206 0.8989 -1.5425 0.174
H -2.2563 -0.3876 -1.4446 0.177
H 0.7294 -1.6477 0.8834 0.452
H 0.2373 -0.5071 1.5688 0.487
O 0.9435 -1.1607 1.6952 -0.921
H 1.7589 1.0090 -0.5362 0.454
H 1.9411 -0.1952 0.3547 0.481
O 2.4095 0.3304 -0.3203 -0.951
H -1.2746 1.3940 1.1483 0.471
H -0.0475 2.1426 1.6025 0.460
O -1.0010 2.1170 1.7401 -0.935
```

---

Arrangement ii

4 unconnected molecules or ions with the total composition CH10NO4, computed with the ωB97M-V functional and the def2-TZVPD basis.

The HOMO-LUMO gap (spin up / spin down) comes out at 10.96 / 6.21 eV. Its total charge is 0. The spin multiplicity is 2. As for the expectation value of S²: 0.7588.

```
16
Properties=species:S:1:pos:R:3:nbo_charge:R:1
N -1.1177 0.4179 -2.0046 -0.820
C -0.3270 1.3306 -1.2071 0.055
O -0.2181 1.0576 0.1695 -0.593
H -2.0697 0.3154 -1.6675 0.359
H -0.6963 -0.4967 -1.8304 0.355
H -0.7765 2.3263 -1.2879 0.193
H 0.6525 1.3023 -1.7029 0.192
H 2.0401 -0.3937 0.7820 0.468
H 0.4586 0.2716 0.2949 0.437
O 1.5260 -0.5166 -0.0262 -0.601
H -0.4021 -2.8960 0.1723 0.463
H 0.8155 -1.9052 -0.0052 0.468
O 0.5323 -2.8574 0.0256 -0.974
H -0.5894 0.7977 2.1388 0.478
H 0.5645 0.5807 3.0659 0.453
O -0.3928 0.6655 3.0829 -0.933
```

---

Energy comparison, zero being the most stable, in hartree: arrangement i 0.0000; arrangement ii 0.0345.

---

Arrangement i

2 unconnected molecules or ions with the total composition C4H4O2S, computed with the ωB97M-V functional and the def2-TZVPD basis.

The SMILES is C=CC=O.O=C=S. The HOMO-LUMO gap comes out at 10.15 eV. Its total charge is 0.

```
11
Properties=species:S:1:pos:R:3:nbo_charge:R:1
C 1.6709 0.0707 0.2336 -0.322
C 0.5742 -0.5546 -0.1701 -0.300
C -0.3801 -1.1160 0.8059 0.402
O -0.1429 -1.9510 1.6246 -0.497
H 1.8229 0.2337 1.2364 0.191
H 2.3618 0.6319 -0.3728 0.201
H 0.2171 -0.6900 -1.1723 0.213
H -1.3416 -0.6803 0.5940 0.098
O -0.3920 1.6594 -1.2415 -0.448
C -1.4841 1.4669 -0.9134 0.426
S -2.9063 0.9293 -0.6245 0.035
```

---

Arrangement ii

2 unconnected molecules or ions with the total composition C4H4O2S, computed with the ωB97M-V functional and the def2-TZVPD basis.

The HOMO-LUMO gap comes out at 9.30 eV. Its total charge is 0.

```
11
Properties=species:S:1:pos:R:3:nbo_charge:R:1
C -1.3366 -1.8409 -0.1340 -0.211
C -0.8004 -0.7894 0.1121 -0.040
C 1.0513 0.7258 -0.1070 -0.303
C -0.1628 0.4492 0.3566 -0.299
O -4.3156 -0.4958 -0.2453 -0.850
O -2.7161 1.3393 -0.4630 -0.858
S -3.2507 0.2704 0.3357 1.673
H -1.7681 -2.7802 -0.3260 0.249
H 1.5334 1.6675 0.0931 0.205
H 1.6002 0.0124 -0.7019 0.202
H -0.7155 1.1608 0.9498 0.233
```

---

Energy comparison, zero being the most stable, in hartree: arrangement i 0.0000; arrangement ii 0.0598.

---

Arrangement i

A single C4H4O2S molecule, computed with the ωB97M-V functional and the def2-TZVPD basis.

The SMILES is C=CC(=S)C(=O)O. The HOMO-LUMO gap comes out at 7.63 eV. Its total charge is 0.

```
11
Properties=species:S:1:pos:R:3:nbo_charge:R:1
C -0.1981 1.9377 1.2063 -0.299
C -0.4761 0.7930 0.5149 -0.276
C 0.5267 -0.1472 -0.1010 -0.273
S 2.1006 0.0517 0.1079 0.164
C -0.0881 -1.2676 -0.9854 0.742
O -1.2746 -1.3415 -1.1694 -0.555
O 0.8553 -2.1455 -1.4322 -0.660
H -1.0089 2.4654 1.6873 0.209
H 0.8097 2.3033 1.2752 0.211
H -1.5745 0.2958 0.5623 0.239
H 0.3279 -2.9450 -1.6659 0.499
```

---

Arrangement ii

A single C4H4O2S molecule, computed with the ωB97M-V functional and the def2-TZVPD basis.

The HOMO-LUMO gap comes out at 9.55 eV. Its total charge is 0.

```
11
Properties=species:S:1:pos:R:3:nbo_charge:R:1
C -0.7136 -0.4269 -0.9847 -0.240
C 0.5296 -0.1828 -0.7170 -0.256
C -1.6076 -0.4308 0.2031 0.723
C 0.8334 -0.0148 0.7386 -0.079
O -2.7960 -0.5144 -0.0270 -0.594
O -0.9914 -0.1995 1.3135 -0.541
S 1.7803 1.3483 1.2581 0.154
H -1.2036 -0.5772 -1.8724 0.231
H 1.4637 -0.1362 -1.2631 0.236
H 1.1976 -0.9518 1.1605 0.235
H 1.5077 2.0862 0.1905 0.131
```

---

Energy comparison, zero being the most stable, in hartree: arrangement i 0.0000; arrangement ii 0.0245.

---

Arrangement i

2 unconnected molecules or ions with the total composition C2H5OP, computed with the ωB97M-V functional and the def2-TZVPD basis.

The HOMO-LUMO gap (spin up / spin down) comes out at 6.44 / 8.78 eV. Its total charge is 0.

```
9
Properties=species:S:1:pos:R:3:nbo_charge:R:1
C -0.5822 -0.4682 -0.7512 0.545
C -1.6068 -0.2979 0.2740 -0.778
O -0.2295 -1.1888 -1.6119 -0.466
P 2.7139 0.6753 -0.4188 0.068
H 3.2293 0.4479 0.9334 -0.053
H -2.6845 -0.6237 -0.1126 0.232
H -1.7133 0.7040 0.5911 0.250
H -1.3482 -1.1011 1.0561 0.272
H 2.2213 1.8523 0.0397 -0.070
```

---

Arrangement ii

A single C2H5OP molecule, computed with the ωB97M-V functional and the def2-TZVPD basis.

The HOMO-LUMO gap (spin up / spin down) comes out at 5.85 / 8.47 eV. Its total charge is 0.

```
9
Properties=species:S:1:pos:R:3:nbo_charge:R:1
C -0.3815 -0.7193 -0.2437 -0.709
C 0.7733 -0.1688 0.4360 0.156
O 1.4947 0.7957 -0.1518 -0.659
P -2.1295 0.2977 0.0739 0.175
H -0.2712 -0.6966 -1.3226 0.231
H -0.6229 -1.7094 0.1300 0.231
H 0.9221 -0.3504 1.4907 0.159
H 2.0430 1.2837 0.4760 0.491
H -1.8281 1.2674 -0.8884 -0.074
```

---

Energy comparison, zero being the most stable, in hartree: arrangement i 0.0210; arrangement ii 0.0000.

---

Arrangement i

A single C2H4ClNO3 molecule, computed with the ωB97M-V functional and the def2-TZVPD basis.

The SMILES is C[C@](O)(Cl)[N+](=O)[O-]. The HOMO-LUMO gap comes out at 10.96 eV. Its total charge is 0.

```
11
Properties=species:S:1:pos:R:3:nbo_charge:R:1
C -0.4666 0.5003 -1.1417 -0.657
C -0.2912 0.0013 0.3113 0.349
O -1.0264 -1.0042 0.7545 -0.661
Cl -0.3500 1.5103 1.3105 -0.065
N 1.1121 -0.4674 0.4896 0.516
O 1.9861 -0.1426 -0.1940 -0.270
O 1.1234 -1.1938 1.4932 -0.417
H -1.5393 0.6789 -1.3541 0.241
H -0.0486 1.4576 -1.1914 0.237
H -0.1012 -0.1248 -1.9803 0.238
H -0.3983 -1.2154 1.5025 0.490
```

---

Arrangement ii

2 unconnected molecules or ions with the total composition C2H4ClNO3, computed with the ωB97M-V functional and the def2-TZVPD basis.

The HOMO-LUMO gap (spin up / spin down) comes out at 8.72 / 8.64 eV. Its total charge is 0.

```
11
Properties=species:S:1:pos:R:3:nbo_charge:R:1
C 0.2697 -0.0788 3.2532 0.438
C 0.2807 -0.3164 -0.2163 -0.294
N -1.3835 0.1190 1.4018 0.190
O 0.5255 -1.1377 3.6475 -0.470
O -1.0313 1.3940 1.2046 -0.592
O -0.9089 -0.6762 0.4062 -0.370
Cl 0.8774 1.4000 3.6759 0.045
H 0.0827 0.3160 -1.1228 0.182
H 0.8530 -1.1928 -0.6244 0.205
H 0.8993 0.1293 0.6056 0.193
H -1.5720 1.7896 0.5537 0.474
```

---

Energy comparison, zero being the most stable, in hartree: arrangement i 0.0000; arrangement ii 0.1067.